Density functional theory data (the ωB97M-V functional and the def2-TZVPD basis) for a structure of composition C2H2N4O2P in a non-equilibrium geometry.

Atoms and positions in Å:
C: -2.73700 -0.29958 1.34782
C: -1.51946 2.77858 0.79926
N: -3.58073 -0.78389 1.97273
N: -2.31335 3.38199 1.37940
N: 0.51835 0.12647 -0.87754
N: -1.71702 0.32872 0.90648
O: -0.60519 2.35760 0.00813
O: -1.71469 0.85324 -1.81937
P: -1.05493 0.75113 -0.50019
H: 1.12672 0.95724 -0.79463
H: 0.47397 -0.21238 -1.89166

Force components x, y, z for each atom (eV/Å):
-0.3 -0.2 0.5
-0.3 1.6 0.1
-0.9 -0.7 0.1
0.0 -0.1 0.3
-0.4 0.5 -0.4
2.6 0.7 -2.6
0.4 -1.3 -0.3
-0.7 -0.2 0.5
-0.3 -0.5 0.0
0.0 -0.9 -0.3
0.1 1.0 2.0

## Properties
LUMO level = 3.575 eV
maximum force = 3.72 eV/Å
relative energy (zero: lowest compared OMol25 entry of this formula, charge and spin) = 7.1 kcal per mole
total charge = -1

Density functional theory data (the ωB97M-V functional and the def2-TZVPD basis) for a structure of composition C5H10O in a non-equilibrium geometry.

Atoms and positions in Å:
O: -2.11092 0.40244 -1.46920
C: -0.95903 0.99200 -0.89721
C: 0.07968 -0.04029 -0.48869
C: 1.36331 0.49837 0.13882
C: 1.09309 -1.31632 1.14019
C: -0.31430 -0.98250 0.65694
H: -2.47483 -0.21749 -0.82329
H: -0.55077 1.66136 -1.66318
H: -1.21749 1.61348 -0.02085
H: 0.34444 -0.64572 -1.36536
H: 1.21319 1.23368 0.92838
H: 2.14751 0.85676 -0.55257
H: 1.93052 -0.70845 0.47173
H: 1.25095 -1.04640 2.19241
H: -0.91580 -0.43027 1.40270
H: -0.87955 -1.87066 0.34918

Force components x, y, z for each atom (eV/Å):
-0.1 -0.2 0.2
0.3 0.2 0.1
-0.2 0.0 -0.1
-0.4 0.2 0.2
0.4 1.1 -0.2
-0.1 0.0 -0.2
0.0 0.1 -0.2
0.0 -0.1 0.1
0.0 -0.1 -0.2
0.0 0.1 0.1
-0.1 -0.1 0.0
-0.1 -0.5 0.4
-0.1 -0.6 0.0
0.1 0.0 -0.2
0.2 -0.1 -0.2
0.1 0.1 0.1

## Properties
LUMO level = 0.700 eV
maximum force = 1.17 eV/Å
relative energy (zero: lowest compared OMol25 entry of this formula, charge and spin) = 106.3 kcal per mole

Density functional theory data (the ωB97M-V functional and the def2-TZVPD basis) for the molecule C2H4O2 in a non-equilibrium geometry.

Atoms and positions in Å:
C: -1.03707 -0.07250 -0.00509
C: 0.53577 0.17514 -0.17278
H: -0.79328 -0.60719 0.94180
H: -1.67701 -0.48578 -0.90667
H: -1.60459 0.89883 0.20640
H: 2.22197 -0.25596 -0.02557
O: 1.30678 -0.92772 -0.02275
O: 1.04743 1.27519 -0.01534

Force components x, y, z for each atom (eV/Å):
0.5 1.2 -1.1
-1.8 1.2 1.2
-1.9 -0.5 -0.6
1.9 -0.2 2.1
1.4 -1.2 0.0
-2.8 -3.2 0.3
3.0 3.5 -0.9
-0.4 -0.9 -0.9

## Properties
LUMO level = 0.670 eV
maximum force = 4.71 eV/Å
SMILES string = CC(=O)O
relative energy (zero: lowest compared OMol25 entry of this formula, charge and spin) = 38.0 kcal per mole

Density functional theory data (the ωB97M-V functional and the def2-TZVPD basis) for the ion C5H15N2 with charge +1 in a non-equilibrium geometry.

Atoms and positions in Å:
C: -2.11077 0.57437 0.10834
C: -0.77715 0.89299 0.97464
C: 0.57706 1.33256 0.20745
C: 1.84780 0.44263 0.52195
C: 1.65623 -1.10719 0.41215
N: 0.99563 -1.51107 -0.80679
N: -1.98889 -0.49785 -0.99618
H: -2.80106 0.22883 0.86463
H: -2.55630 1.33091 -0.48364
H: -1.13295 1.81772 1.49677
H: -0.56571 -0.02338 1.52969
H: 0.72155 2.33094 0.59538
H: 0.35888 1.55101 -0.90512
H: 2.45661 0.47608 -0.38524
H: 2.13367 0.74155 1.51393
H: 2.63067 -1.54839 0.47928
H: 1.01622 -1.47650 1.21762
H: 1.40030 -0.91203 -1.51241
H: 1.35768 -2.44156 -1.06765
H: -0.93192 -0.37826 -1.07344
H: -2.29078 -0.32668 -1.94428
H: -1.99677 -1.49670 -0.74708

Force components x, y, z for each atom (eV/Å):
0.5 -0.8 0.8
-0.4 0.6 -2.7
-1.6 -0.5 -0.6
-2.5 -1.2 -2.2
-1.2 0.8 1.9
0.1 -0.1 -1.2
4.1 -0.2 1.1
-0.5 -0.1 -0.2
-0.1 1.5 0.2
0.4 -1.3 0.4
-0.3 0.6 0.6
0.6 0.2 0.0
0.5 -0.8 1.4
1.1 1.5 0.8
1.2 0.0 0.0
0.6 -0.2 0.4
0.4 -0.1 0.3
0.0 0.1 -0.7
-0.6 0.5 0.2
-0.6 -0.8 -0.5
-0.9 0.2 0.0
-0.7 0.4 0.0

## Properties
LUMO level = -3.190 eV
maximum force = 4.28 eV/Å
SMILES string = NCCCCC[NH3+]
relative energy (zero: lowest compared OMol25 entry of this formula, charge and spin) = 45.4 kcal per mole
total charge = +1

Copy entry 1 word for word.
Density functional theory data (the ωB97M-V functional and the def2-TZVPD basis) for a structure of composition C2H2N4O2P in a non-equilibrium geometry.

Atoms and positions in Å:
C: -2.73700 -0.29958 1.34782
C: -1.51946 2.77858 0.79926
N: -3.58073 -0.78389 1.97273
N: -2.31335 3.38199 1.37940
N: 0.51835 0.12647 -0.87754
N: -1.71702 0.32872 0.90648
O: -0.60519 2.35760 0.00813
O: -1.71469 0.85324 -1.81937
P: -1.05493 0.75113 -0.50019
H: 1.12672 0.95724 -0.79463
H: 0.47397 -0.21238 -1.89166

Force components x, y, z for each atom (eV/Å):
-0.3 -0.2 0.5
-0.3 1.6 0.1
-0.9 -0.7 0.1
0.0 -0.1 0.3
-0.4 0.5 -0.4
2.6 0.7 -2.6
0.4 -1.3 -0.3
-0.7 -0.2 0.5
-0.3 -0.5 0.0
0.0 -0.9 -0.3
0.1 1.0 2.0

## Properties
LUMO level = 3.575 eV
maximum force = 3.72 eV/Å
relative energy (zero: lowest compared OMol25 entry of this formula, charge and spin) = 7.1 kcal per mole
total charge = -1

Which of these has the highest maximum force? C2H4O2

What is the maximum force in the first record? 3.72 eV/Å